No. 1
6 unconnected molecules or ions with the total composition C11H15ClF3N2O13 in a non-equilibrium geometry, computed with ωB97M-V/def2-TZVPD.

Output
Electronic energy   -2275.442557 Ha
Net charge   -1
Orbital gap   0.215 Eh
HOMO level   -0.1569 Eh

The geometry in XYZ format:
```
45
Properties=species:S:1:pos:R:3:forces:R:3
Cl 36.513 5.744 4.711 -0.013 0.081 0.088
C 29.776 6.324 3.583 0.264 0.111 -0.513
N 28.905 7.173 4.494 -0.960 0.325 2.149
O 29.338 8.242 4.973 -0.179 -2.211 -1.665
O 27.792 6.732 4.811 1.499 0.268 -0.904
H 29.312 5.458 3.113 -1.188 0.682 0.067
H 30.570 5.774 4.088 0.294 1.081 0.688
H 30.136 7.025 2.830 0.310 -0.255 0.193
C 42.618 7.933 2.735 0.504 0.276 -0.941
N 43.372 6.780 2.176 0.233 -3.215 -0.479
O 44.583 6.687 2.360 -1.087 0.733 -0.149
O 42.716 5.865 1.615 1.012 2.427 1.060
H 42.197 8.401 1.844 -0.621 -0.137 0.282
H 43.333 8.658 3.125 -0.084 -0.443 0.404
H 41.892 7.520 3.434 0.018 0.333 -0.184
C 34.528 12.090 4.083 0.564 -0.364 0.403
C 34.948 11.920 5.556 1.101 -0.932 -3.285
O 34.311 12.955 6.156 -1.799 0.899 1.060
C 33.181 13.241 5.441 -2.380 2.669 0.553
O 32.350 14.099 5.807 3.085 -3.767 -1.802
O 33.197 12.480 4.272 -1.885 1.464 1.288
F 36.268 12.144 5.603 1.151 -0.118 0.755
H 34.647 11.188 3.483 -0.387 0.067 0.122
H 35.023 12.936 3.608 0.551 -0.142 0.099
H 34.702 10.906 5.871 0.021 0.161 0.808
C 40.105 5.332 10.484 -0.302 0.669 -0.157
C 41.332 4.673 9.928 -2.589 -1.228 -1.522
O 41.299 3.439 10.588 1.765 -1.770 -1.406
C 40.605 3.495 11.701 0.279 0.079 3.959
O 40.722 2.835 12.728 -0.394 0.672 -2.966
O 39.844 4.585 11.647 -1.098 0.970 1.204
F 42.477 5.261 10.166 1.626 1.136 0.590
H 39.221 5.260 9.850 0.270 -0.055 -0.332
H 40.325 6.388 10.637 -0.211 -0.018 0.650
H 41.173 4.559 8.856 0.611 -0.456 -0.076
C 32.267 2.597 9.492 -0.099 1.909 0.559
C 33.151 1.628 10.216 1.476 2.429 -1.991
O 32.987 0.487 9.480 0.986 -1.657 0.369
C 31.845 0.561 8.788 -0.518 -1.803 -3.328
O 31.431 -0.267 8.011 0.492 0.477 1.744
O 31.348 1.768 8.872 -1.671 0.794 -0.466
F 32.768 1.469 11.441 -1.189 -0.914 3.486
H 32.814 3.225 8.789 0.081 -0.316 -0.366
H 31.732 3.293 10.137 0.100 -0.210 0.293
H 34.166 2.022 10.251 0.358 -0.699 -0.341
```
Forces are in eV/Å.

Let us look at the Mulliken charges, expressed in e, one per atom: -1.000, -0.665, 0.766, -0.481, -0.491, 0.297, 0.303, 0.272, -0.643, 0.770, -0.504, -0.477, 0.269, 0.295, 0.290, -0.435, 0.269, -0.277, 0.661, -0.549, -0.310, -0.291, 0.307, 0.272, 0.351, -0.415, 0.311, -0.324, 0.719, -0.562, -0.341, -0.270, 0.323, 0.272, 0.286, -0.453, 0.358, -0.310, 0.657, -0.547, -0.314, -0.286, 0.319, 0.275, 0.301

No. 2
A molecular structure, C40H34HgIN4P in a non-equilibrium geometry, computed with ωB97M-V/def2-TZVPD.

Output
Multiplicity   2
Electronic energy   -2555.903601 Ha
Net charge   +1
Relative energy (zero: lowest compared OMol25 entry of this formula, charge and spin)   0.0 kcal/mol
Orbital gap (alpha / beta)   0.262 / 0.226 Eh
HOMO level (alpha / beta)   -0.3518 / -0.3794 Eh

The geometry in XYZ format:
```
81
Properties=species:S:1:pos:R:3:forces:R:3
Hg -0.663 -0.384 -0.054 -0.255 -0.095 0.136
C -3.639 -3.000 0.101 -0.477 -0.215 0.515
N -3.498 -1.527 0.096 -0.777 -0.172 0.860
C -4.320 -0.991 1.213 0.429 -0.283 -0.100
C -3.988 0.427 1.615 -0.743 0.845 0.550
C -4.663 0.964 2.734 0.461 -0.558 -0.437
C -4.215 2.176 3.233 -0.733 0.402 0.233
C -3.301 2.934 2.495 0.310 0.101 0.048
C -2.799 2.382 1.324 0.001 0.521 0.157
N -3.136 1.161 0.918 0.763 -0.785 -0.203
C -3.942 -0.866 -1.151 -0.241 0.126 0.114
C -3.179 -1.339 -2.357 -0.534 -0.636 -0.635
C -3.716 -2.381 -3.130 -0.001 0.271 0.092
C -3.011 -2.867 -4.210 0.737 0.002 -0.103
C -1.757 -2.280 -4.482 -0.229 -0.150 -0.787
C -1.352 -1.177 -3.745 -0.363 -0.270 0.271
N -2.039 -0.730 -2.691 -0.198 0.022 0.616
C -2.415 -3.774 -0.309 0.587 -0.846 -0.237
C -2.582 -5.017 -0.976 0.459 0.666 0.291
C -1.471 -5.732 -1.413 0.534 1.261 0.421
C -0.202 -5.087 -1.255 -0.830 -0.977 0.079
C -0.139 -3.950 -0.459 0.198 0.065 0.071
N -1.215 -3.329 0.064 -0.106 0.127 -0.968
H -3.879 -3.346 1.147 0.161 0.463 -0.959
H -4.480 -3.351 -0.539 0.257 0.308 0.349
H -5.402 -1.017 0.973 0.226 -0.121 -0.036
H -4.186 -1.640 2.109 0.029 0.488 -0.646
H -5.503 0.385 3.142 0.582 0.366 0.250
H -4.636 2.574 4.169 0.174 -0.151 -0.561
H -3.000 3.940 2.815 -0.094 -0.576 -0.101
H -2.094 2.921 0.672 -0.388 -0.159 0.426
H -5.064 -0.998 -1.283 1.118 0.074 -0.043
H -3.698 0.196 -1.034 -0.366 -0.238 0.033
H -4.700 -2.790 -2.908 0.210 0.125 0.116
H -3.453 -3.693 -4.786 0.541 0.453 0.088
H -1.116 -2.587 -5.321 -0.498 -0.038 0.396
H -0.461 -0.607 -3.992 0.029 -0.253 -0.019
H -3.596 -5.361 -1.124 0.027 -0.207 -0.092
H -1.605 -6.726 -1.843 0.273 0.401 -0.115
H 0.702 -5.525 -1.693 -0.365 0.201 0.356
H 0.828 -3.492 -0.196 -0.442 -0.333 -0.231
I 0.429 0.644 3.402 0.382 -0.136 -0.277
C 2.455 0.001 3.283 0.040 -1.481 0.835
C 2.789 -0.956 4.241 -0.139 0.486 -0.092
C 4.144 -1.118 4.635 0.607 0.441 -0.771
C 5.131 -0.323 4.067 -0.851 -0.118 0.267
C 4.808 0.596 3.041 -0.209 -0.152 -0.454
C 5.786 1.513 2.548 -0.467 -0.085 -0.317
C 5.459 2.377 1.525 -0.445 0.136 -0.122
C 4.188 2.281 0.862 0.043 -1.436 1.503
C 3.207 1.368 1.318 2.064 1.114 0.582
P 1.737 1.173 0.331 -0.864 -0.177 -0.381
C 1.199 2.888 0.240 -1.375 0.786 -0.360
C 0.265 3.272 -0.753 0.417 0.623 0.105
C -0.034 4.630 -0.967 -0.003 -0.748 0.485
C 0.481 5.588 -0.098 -0.010 -0.185 0.300
C 1.256 5.194 0.997 -0.026 0.188 0.273
C 1.585 3.851 1.185 0.179 0.125 -0.289
C 2.473 0.771 -1.272 1.028 -0.031 -0.722
C 3.694 0.056 -1.272 -0.466 -0.094 -0.326
C 4.344 -0.262 -2.458 0.136 0.130 -0.014
C 3.832 0.215 -3.659 -0.376 -0.008 -0.342
C 2.580 0.834 -3.702 0.126 0.140 0.644
C 1.913 1.126 -2.509 0.157 -0.566 0.032
C 3.467 0.612 2.500 0.269 0.909 0.308
H 1.977 -1.534 4.714 0.657 0.494 -0.044
H 4.442 -1.816 5.403 -0.263 -0.162 0.041
H 6.170 -0.357 4.385 -0.226 -0.118 0.171
H 6.779 1.532 3.026 -0.577 0.005 -0.327
H 6.171 3.157 1.232 -0.315 -0.419 -0.071
H 3.960 2.903 0.017 0.122 0.151 -0.289
H -0.236 2.523 -1.364 0.197 0.172 0.062
H -0.712 4.913 -1.767 0.111 -0.031 0.121
H 0.200 6.630 -0.211 0.163 -0.057 -0.094
H 1.609 5.947 1.727 -0.303 -0.556 -0.516
H 2.165 3.550 2.058 -0.052 0.176 -0.303
H 4.163 -0.262 -0.352 -0.135 0.014 0.148
H 5.268 -0.863 -2.448 -0.480 0.530 0.048
H 4.407 0.114 -4.569 -0.098 -0.262 -0.076
H 2.093 1.126 -4.629 0.369 -0.019 0.014
H 0.944 1.604 -2.576 0.149 -0.006 0.052
```
Forces are in eV/Å.

Let us look at the Mulliken charges, expressed in e, one per atom: 0.770, -1.228, 0.556, -1.191, 0.611, -1.016, -0.320, -0.713, -0.191, 0.122, -0.795, 0.379, -0.459, -0.511, -0.650, -0.213, -0.230, 0.851, -0.724, -0.504, -0.672, -0.169, -0.218, 0.669, 0.188, 0.449, 0.472, 0.427, 0.420, 0.413, 0.311, 0.426, 0.313, 0.398, 0.416, 0.409, 0.359, 0.396, 0.429, 0.409, 0.422, 0.176, -0.682, -0.637, -0.673, -0.834, 0.617, -0.818, -1.060, 0.014, -0.129, 0.291, 1.207, -0.447, -0.922, -0.544, -0.740, -0.473, 0.827, -0.405, -0.678, -0.632, -0.732, -0.351, 1.401, 0.383, 0.410, 0.393, 0.371, 0.393, 0.631, 0.229, 0.429, 0.401, 0.402, 0.479, 0.380, 0.425, 0.386, 0.468, 0.234

No. 3
A molecular structure, C38H57BBr24F2NO3Si in a non-equilibrium geometry, computed with ωB97M-V/def2-TZVPD.

Output
Electronic energy   -64052.814675 Ha
Net charge   +1
Orbital gap   0.284 Eh
HOMO level   -0.4054 Eh

The geometry in XYZ format:
```
127
Properties=species:S:1:pos:R:3:forces:R:3
C 3.105 1.160 -5.045 0.109 -0.037 -0.133
C 3.126 -0.221 -4.349 0.931 0.845 -0.182
C 3.286 -0.080 -2.839 0.225 -0.605 -0.137
C 2.860 -1.338 -2.063 0.656 0.427 0.088
C 1.433 -1.124 -1.586 0.344 -0.775 -0.301
C 0.687 -2.397 -1.212 -0.309 0.153 0.349
C -0.546 -2.182 -0.300 0.727 -0.779 0.287
C -0.473 -1.143 0.789 0.550 -0.807 -0.574
C 0.413 -1.128 1.873 -0.115 -0.439 -0.300
C 1.493 -2.189 2.125 0.122 0.638 1.133
F 0.979 -3.435 1.988 -0.202 -0.065 -0.457
F 2.471 -1.999 1.206 -0.066 -0.432 -0.771
C 2.145 -2.072 3.506 0.818 -0.324 -0.345
C 3.343 -1.115 3.466 -0.891 0.641 1.398
Si 3.906 -0.487 5.178 0.726 -0.056 -0.015
C 2.466 0.012 6.271 -0.031 -0.075 -0.422
C 5.033 -1.763 5.982 -0.205 0.048 -0.060
C 5.010 0.983 4.769 -0.722 -0.789 0.191
C 6.056 0.727 3.895 0.289 -0.178 -0.322
C 6.906 1.728 3.473 0.032 -0.208 0.367
C 6.673 3.012 3.943 0.784 -0.093 -0.468
C 5.653 3.270 4.826 -0.191 0.938 0.160
C 4.812 2.266 5.248 -0.129 -0.277 -0.110
C 0.284 -0.111 2.798 0.346 0.501 -0.280
C -0.687 0.825 2.634 0.786 0.560 0.486
N -1.515 0.824 1.603 -0.621 0.725 -0.628
C -2.567 1.876 1.544 -0.003 0.380 0.166
B -2.013 3.385 1.273 -0.340 -0.796 -0.421
O -1.416 4.095 2.266 -0.363 0.071 0.092
O -2.170 3.908 0.007 2.014 -0.599 0.496
C -1.422 -0.147 0.667 0.118 0.551 0.121
O -2.257 -0.150 -0.354 -0.331 0.548 -0.288
C -2.110 0.938 -1.334 -0.309 0.520 -0.076
C -2.130 0.459 -2.789 0.117 -0.756 -0.134
C -1.910 -1.056 -2.972 -0.521 0.583 -0.221
C -1.183 1.248 -3.712 0.632 0.262 -0.181
C 0.228 1.500 -3.127 -0.082 0.758 -0.374
C -1.033 0.566 -5.068 0.246 -0.167 -0.210
H 2.259 1.228 -5.733 0.306 0.072 -0.247
H 4.057 1.385 -5.563 -0.605 -0.165 0.102
H 2.954 1.955 -4.316 0.068 0.105 0.063
H 2.254 -0.811 -4.616 -0.151 -0.136 0.006
H 4.033 -0.723 -4.711 -0.490 -0.383 -0.022
H 4.329 0.138 -2.638 0.268 0.161 0.071
H 2.721 0.782 -2.490 -0.102 0.087 0.171
H 2.933 -2.221 -2.719 0.018 0.198 0.256
H 3.578 -1.453 -1.233 -0.491 -0.358 -0.101
H 0.932 -0.699 -2.450 -0.188 0.170 0.241
H 1.466 -0.385 -0.779 -0.207 0.019 -0.009
H 0.297 -2.836 -2.133 0.062 -0.089 0.017
H 1.328 -3.159 -0.784 0.330 0.070 0.209
H -0.738 -3.122 0.201 -0.122 -0.366 0.131
H -1.405 -1.999 -0.918 0.052 0.083 0.281
H 2.532 -3.053 3.772 -0.231 -0.273 -0.059
H 1.411 -1.806 4.261 -0.102 -0.100 0.025
H 4.222 -1.557 3.014 -0.042 -0.015 -0.433
H 3.035 -0.207 2.947 0.391 0.073 -0.362
H 1.718 -0.779 6.308 -0.076 -0.090 0.092
H 2.757 0.238 7.294 0.109 0.041 0.054
H 1.987 0.897 5.847 -0.084 0.125 0.067
H 5.571 -2.340 5.226 -0.069 -0.053 -0.003
H 4.508 -2.452 6.642 -0.031 -0.126 -0.020
H 5.791 -1.252 6.571 0.025 0.084 0.137
H 6.208 -0.273 3.507 0.033 -0.138 0.040
H 7.721 1.534 2.778 -0.384 -0.243 0.768
H 7.334 3.796 3.602 -0.027 0.263 0.142
H 5.505 4.288 5.158 -0.032 0.068 0.127
H 3.986 2.463 5.915 -0.014 0.172 0.140
H 0.912 0.014 3.658 0.165 -0.161 0.154
H -0.779 1.594 3.378 -0.316 0.296 -0.025
H -3.073 1.862 2.512 -0.129 -0.266 -0.057
H -3.275 1.629 0.765 -0.062 -0.278 0.179
H -1.742 3.797 3.122 0.367 0.089 0.229
H -1.345 4.393 -0.164 -0.571 0.701 -0.401
H -2.968 1.585 -1.199 -0.164 0.155 0.121
H -1.239 1.541 -1.062 0.059 -0.304 -0.098
H -3.134 0.655 -3.165 -0.169 0.008 0.064
H -2.409 -1.329 -3.895 0.212 -0.208 -0.213
H -0.855 -1.301 -3.045 -0.096 -0.202 0.107
H -2.409 -1.641 -2.211 -0.062 0.049 0.017
H -1.612 2.221 -3.934 -0.296 0.189 0.288
H 0.365 2.579 -3.020 0.108 0.093 0.034
H 0.363 1.089 -2.134 0.094 -0.089 -0.057
H 1.042 1.168 -3.795 -0.643 -0.062 0.435
H -0.336 -0.267 -4.969 0.021 -0.129 -0.132
H -1.969 0.149 -5.433 -0.110 0.195 -0.200
H -0.605 1.245 -5.821 -0.233 -0.113 0.261
C -3.772 -1.674 4.629 -0.078 -0.136 0.037
Br -4.642 0.023 4.903 0.055 -0.036 -0.028
Br -2.081 -1.437 3.720 -0.815 -0.647 0.734
Br -3.564 -2.654 6.265 0.021 0.076 -0.054
H -4.408 -2.260 3.981 -0.010 0.018 -0.034
C 2.405 3.745 -0.685 0.278 -0.045 -0.062
Br 3.748 3.776 0.677 0.126 -0.033 0.044
Br 0.664 3.469 0.113 0.967 -0.179 -0.203
Br 2.447 5.309 -1.795 -0.100 -0.078 0.075
H 2.603 2.892 -1.320 -0.074 -0.031 0.003
C 8.621 2.221 -0.712 0.034 0.141 -0.015
Br 7.323 1.361 -1.844 -0.013 -0.009 0.020
Br 7.805 2.876 0.909 0.204 0.383 -1.093
Br 10.115 1.075 -0.331 -0.066 0.000 0.005
H 9.001 3.074 -1.255 0.005 0.016 -0.034
C -6.374 4.153 0.142 -0.236 -0.078 0.323
Br -4.551 4.093 0.800 -2.012 0.652 -0.211
Br -6.461 5.105 -1.514 0.049 0.009 -0.057
Br -7.117 2.385 -0.006 0.050 -0.055 -0.024
H -6.971 4.693 0.864 0.008 -0.002 0.014
C -3.907 -4.641 -2.003 0.009 -0.029 -0.041
Br -4.239 -4.127 -0.175 0.108 0.012 -0.096
Br -4.954 -3.597 -3.232 0.135 -0.040 0.029
Br -2.031 -4.590 -2.426 -0.009 -0.128 -0.048
H -4.226 -5.668 -2.111 0.007 0.001 0.044
C -7.391 4.365 -5.685 -0.049 0.026 0.030
Br -9.119 4.307 -4.845 0.046 0.007 0.007
Br -6.579 6.102 -5.523 -0.010 -0.027 0.040
Br -6.233 2.983 -5.011 0.029 -0.047 0.003
H -7.538 4.175 -6.738 0.014 -0.001 -0.012
C -8.533 -2.677 -1.079 0.054 -0.003 0.011
Br -7.584 -1.236 -1.938 -0.060 0.055 0.067
Br -8.630 -4.233 -2.200 -0.034 -0.025 -0.004
Br -7.787 -3.095 0.646 -0.087 0.046 0.004
H -9.544 -2.337 -0.913 -0.012 0.010 -0.007
C -5.196 -9.123 -2.147 0.051 -0.047 0.035
Br -6.233 -7.499 -2.156 -0.086 0.015 0.025
Br -3.540 -8.897 -3.102 -0.021 0.043 0.040
Br -4.908 -9.767 -0.358 0.001 0.047 -0.066
H -5.771 -9.872 -2.672 -0.012 0.009 -0.010
```
Forces are in eV/Å.

These are the Mulliken partial charges, in e, on atoms 1 to 99: -1.257, -0.553, 1.228, -1.601, 1.921, -2.157, -0.222, -0.225, 1.337, 1.579, -0.378, -0.234, -2.143, -0.350, 0.357, -1.276, -1.235, 0.539, -0.218, -0.887, -0.504, -0.858, -0.213, -1.400, -0.693, 1.100, -1.769, 0.825, -0.622, -0.371, 1.152, -0.437, -0.595, 0.098, -1.900, 0.207, 0.731, -1.734, 0.262, 0.356, 0.275, 0.191, 0.577, 0.204, -1.119, 0.475, 0.181, -1.213, 0.564, 0.933, 0.432, 0.777, -0.715, 0.473, 0.393, 0.564, 0.365, 0.387, 0.425, 0.283, 0.338, 0.378, 0.404, 0.233, 0.639, 0.525, 0.397, 0.383, 0.172, 0.335, 0.560, 0.253, 0.337, 0.105, 0.354, -0.053, 0.846, 0.548, 0.043, 0.751, 0.787, 0.358, -0.401, -0.868, 0.332, 0.352, 0.406, -0.406, -0.043, 0.272, -0.011, 0.391, 0.623, 0.008, -0.009, 0.006, -0.684, -0.368, 0.002

No. 4
2 unconnected molecules or ions with the total composition C2H4FNO3 in a non-equilibrium geometry, computed with ωB97M-V/def2-TZVPD.

Output
SMILES string   C=C(F)[N+](=O)[O-].O
Electronic energy   -458.795572 Ha
Net charge   0
Relative energy (zero: lowest compared OMol25 entry of this formula, charge and spin)   43.3 kcal/mol
Orbital gap   0.374 Eh
HOMO level   -0.4001 Eh

The geometry in XYZ format:
```
11
Properties=species:S:1:pos:R:3:forces:R:3
C -0.032 -0.689 1.512 1.895 -1.495 -0.278
C 0.500 0.229 0.697 -0.958 -1.460 0.850
N 1.386 -0.120 -0.443 -1.395 -1.657 -0.864
O 1.207 -1.234 -0.956 0.401 1.245 1.060
O 2.135 0.717 -0.853 0.556 0.725 0.054
O -1.837 0.555 -1.286 -2.152 -1.105 2.089
F 0.190 1.518 0.749 0.511 -0.232 -0.185
H -0.565 -0.410 2.394 -0.542 0.514 0.058
H 0.254 -1.810 1.517 -0.418 2.241 -0.630
H -1.091 1.103 -1.254 1.411 0.995 -1.152
H -2.147 0.142 -2.076 0.691 0.230 -1.001
```
Forces are in eV/Å.

Let us look at the Mulliken charges, expressed in e, one per atom: -0.657, 0.399, 0.937, -0.510, -0.528, -0.615, -0.206, 0.312, 0.236, 0.322, 0.312